139
Properties=species:S:1:pos:R:3 method="wB97M-V/def2-TZVPD" de_lowest_kcal_mol=49.76 multiplicity=1 homo_energy_ev=-5.0 orbital_gap_ev=4.495
K -0.172 0.093 0.156
N 2.076 0.478 0.408
S 3.307 1.221 0.445
N 3.512 2.320 1.688
S 2.942 3.740 1.832
N 1.535 4.137 1.319
S 0.148 3.294 1.670
N -0.351 2.346 0.698
C -1.053 4.633 1.901
C -0.898 5.858 1.283
C -1.966 6.740 1.230
C -3.180 6.395 1.798
C -3.326 5.174 2.440
C -2.265 4.287 2.484
C 0.469 2.759 3.374
C 0.976 1.503 3.640
C 1.242 1.153 4.954
C 1.000 2.054 5.979
C 0.509 3.317 5.698
C 0.246 3.674 4.388
C 4.035 4.912 1.048
C 3.565 5.828 0.118
C 4.454 6.688 -0.495
C 5.803 6.648 -0.169
C 6.260 5.746 0.786
C 5.382 4.877 1.395
C 3.180 4.070 3.569
C 2.766 5.282 4.115
C 3.001 5.536 5.450
C 3.660 4.600 6.239
C 4.083 3.399 5.681
C 3.845 3.132 4.351
C 3.768 2.204 -1.009
C 5.003 2.818 -1.062
C 5.313 3.636 -2.135
C 4.392 3.824 -3.153
C 3.170 3.173 -3.110
C 2.858 2.359 -2.032
C 4.851 0.296 0.682
C 4.972 -0.905 0.010
C 6.162 -1.610 0.078
C 7.228 -1.097 0.800
C 7.101 0.110 1.469
C 5.906 0.807 1.414
H 0.055 6.101 0.839
H -1.851 7.688 0.723
H -4.021 7.068 1.723
H -4.266 4.904 2.895
H -2.375 3.322 2.955
H 1.190 0.832 2.823
H 1.649 0.180 5.174
H 1.213 1.776 6.999
H 0.347 4.033 6.489
H -0.111 4.664 4.145
H 2.512 5.830 -0.106
H 4.099 7.393 -1.231
H 6.499 7.319 -0.650
H 7.305 5.726 1.050
H 5.718 4.169 2.138
H 2.260 5.997 3.484
H 2.666 6.464 5.886
H 3.850 4.806 7.281
H 4.593 2.668 6.289
H 4.148 2.205 3.893
H 5.718 2.657 -0.273
H 6.272 4.133 -2.172
H 4.632 4.469 -3.986
H 2.454 3.298 -3.910
H 1.907 1.852 -1.963
H 4.124 -1.278 -0.547
H 6.255 -2.556 -0.432
H 8.164 -1.636 0.843
H 7.932 0.511 2.033
H 5.777 1.739 1.941
C 0.218 -2.562 5.882
C -0.656 -1.742 4.991
C -1.851 -1.191 5.442
C -2.650 -0.475 4.569
C -2.190 -0.325 3.269
Br -3.242 0.617 2.012
N -1.052 -0.806 2.830
C -0.307 -1.505 3.664
H -0.133 -2.525 6.910
H 1.245 -2.203 5.843
H 0.219 -3.600 5.551
H -2.160 -1.324 6.469
H -3.596 -0.054 4.869
H 0.614 -1.895 3.253
Cl -0.439 -0.251 -2.772
C -0.227 0.932 -4.003
C 0.128 0.573 -5.290
C 0.362 1.571 -6.226
C 0.221 2.900 -5.867
C -0.174 3.245 -4.586
C -0.413 2.263 -3.628
P -0.687 2.507 -1.821
C -0.772 4.342 -1.898
C -1.915 5.070 -2.222
C -1.855 6.444 -2.369
C -0.652 7.111 -2.209
C 0.491 6.396 -1.893
C 0.430 5.022 -1.735
C -2.483 2.194 -1.737
C -3.135 2.698 -0.615
C -4.504 2.581 -0.480
C -5.246 1.958 -1.472
C -4.604 1.430 -2.580
C -3.231 1.548 -2.717
H 0.234 -0.468 -5.550
H 0.656 1.304 -7.230
H 0.426 3.684 -6.583
H -0.292 4.287 -4.328
H -2.857 4.563 -2.369
H -2.745 6.995 -2.640
H -0.604 8.184 -2.328
H 1.433 6.914 -1.786
H 1.316 4.453 -1.487
H -2.551 3.185 0.154
H -4.987 2.974 0.405
H -6.321 1.892 -1.383
H -5.175 0.932 -3.353
H -2.758 1.140 -3.599
I 1.779 -3.118 0.526
C 0.145 -4.465 0.311
C 0.378 -5.804 0.441
C -0.695 -6.701 0.336
C -1.960 -6.236 0.121
C -2.206 -4.856 -0.036
C -3.496 -4.354 -0.286
C -3.682 -3.017 -0.506
C -2.592 -2.128 -0.476
C -1.315 -2.538 -0.179
C -1.124 -3.923 0.039
H 1.373 -6.181 0.625
H -0.506 -7.761 0.430
H -2.794 -6.922 0.054
H -4.329 -5.046 -0.313
H -4.673 -2.627 -0.708
H -2.800 -1.085 -0.702

---

172
Properties=species:S:1:pos:R:3 method="wB97M-V/def2-TZVPD" multiplicity=1 homo_energy_ev=-8.7 orbital_gap_ev=7.123
C 4.778 -1.053 0.383
C 5.206 -0.194 -0.530
C 4.724 -0.136 -1.940
O 5.358 -0.638 -2.826
O 3.540 0.493 -2.153
C 3.616 1.940 -2.103
C 2.616 2.459 -1.075
C 1.758 3.652 -1.531
C 0.434 3.689 -0.771
C 0.602 4.024 0.705
C -0.651 3.758 1.552
C -1.221 2.373 1.379
C -0.587 1.233 1.894
C 0.691 1.235 2.720
F 0.923 2.392 3.374
F 0.563 0.271 3.682
C 1.945 0.870 1.847
F 2.451 -0.329 2.246
F 2.904 1.803 1.994
C -1.096 -0.041 1.659
C -2.270 -0.267 0.943
P -2.939 -1.958 0.686
C -1.654 -2.980 1.502
C -2.553 -2.306 -1.082
C -2.946 0.869 0.497
C -2.425 2.154 0.691
C -3.268 3.263 0.136
O -2.825 4.249 -0.411
C -4.734 3.076 0.298
C -5.541 4.183 0.575
B -4.916 5.642 0.681
O -4.165 5.963 1.798
O -5.124 6.589 -0.272
C -6.422 6.815 -0.808
C -6.895 3.925 0.776
C -7.407 2.634 0.681
Br -9.246 2.448 1.072
C -6.623 1.525 0.372
C -7.166 0.131 0.267
C -7.736 -0.228 -1.124
C -9.264 -0.172 -1.270
C -9.788 -1.218 -2.247
C -11.239 -0.978 -2.665
C -12.228 -1.018 -1.504
C -5.261 1.792 0.182
C -4.270 0.741 -0.179
O -4.490 -0.140 -0.978
H 5.309 -1.184 1.316
H 3.885 -1.653 0.253
H 5.984 0.511 -0.266
H 3.400 2.310 -3.103
H 4.632 2.214 -1.817
H 3.140 2.738 -0.163
H 1.934 1.628 -0.881
H 1.569 3.599 -2.602
H 2.292 4.571 -1.278
H -0.069 2.725 -0.904
H -0.221 4.424 -1.237
H 1.477 3.541 1.142
H 0.788 5.099 0.771
H -0.424 3.927 2.600
H -1.386 4.509 1.277
H 1.658 0.756 0.801
H -0.562 -0.883 2.069
H -1.890 -4.027 1.332
H -0.653 -2.774 1.116
H -1.647 -2.759 2.568
H -1.946 -1.526 -1.536
H -2.002 -3.245 -1.140
H -3.482 -2.411 -1.634
H -3.215 5.860 1.706
H -7.195 6.767 -0.041
H -6.436 7.817 -1.230
H -6.657 6.099 -1.597
H -7.567 4.732 1.033
H -6.362 -0.574 0.466
H -7.910 -0.024 1.049
H -7.411 -1.245 -1.338
H -7.300 0.463 -1.844
H -9.745 -0.253 -0.294
H -9.546 0.816 -1.653
H -9.742 -2.201 -1.771
H -9.159 -1.199 -3.139
H -11.520 -1.750 -3.384
H -11.317 -0.009 -3.166
H -12.008 -0.253 -0.761
H -13.239 -0.844 -1.873
H -12.219 -1.995 -1.019
O 3.018 -6.136 6.479
C 3.257 -5.026 6.031
C 2.280 -4.170 5.400
C 2.661 -2.967 4.947
O 1.842 -2.111 4.361
C 4.086 -2.477 5.068
O 4.331 -1.376 4.610
C 5.062 -3.332 5.711
C 4.675 -4.529 6.170
O 5.483 -5.383 6.781
H 1.263 -4.528 5.320
H 2.366 -1.320 4.125
H 6.076 -2.970 5.807
H 4.936 -6.165 6.995
O 2.946 -3.002 8.508
C 2.535 -3.462 9.560
C 2.213 -4.856 9.773
C 1.756 -5.238 10.974
O 1.432 -6.484 11.277
C 1.562 -4.263 12.113
O 1.127 -4.718 13.154
C 1.902 -2.871 11.901
C 2.362 -2.489 10.702
O 2.701 -1.244 10.404
H 2.350 -5.547 8.951
H 1.130 -6.467 12.207
H 1.773 -2.182 12.724
H 2.993 -1.256 9.471
O 9.364 -0.772 -3.196
C 9.981 0.028 -2.521
C 11.425 0.168 -2.523
C 11.995 1.078 -1.723
O 13.302 1.281 -1.653
C 11.181 1.967 -0.812
O 11.801 2.748 -0.111
C 9.742 1.843 -0.821
C 9.168 0.934 -1.623
O 7.862 0.744 -1.698
H 11.998 -0.475 -3.177
H 13.442 1.994 -1.000
H 9.171 2.493 -0.171
H 7.701 0.023 -2.345
O 15.554 2.214 2.096
C 14.724 1.669 2.801
C 13.305 1.634 2.519
C 12.488 1.007 3.376
O 11.177 0.911 3.211
C 12.995 0.338 4.632
O 12.162 -0.189 5.347
C 14.418 0.360 4.906
C 15.236 0.983 4.047
O 16.549 1.060 4.200
H 12.950 2.117 1.620
H 10.844 0.411 3.982
H 14.774 -0.131 5.800
H 16.881 1.569 3.434
O -6.476 -1.910 -3.957
C -5.854 -1.183 -4.711
C -4.720 -0.378 -4.306
C -4.120 0.399 -5.218
O -3.076 1.172 -4.959
C -4.590 0.467 -6.653
O -3.976 1.215 -7.393
C -5.717 -0.348 -7.061
C -6.312 -1.128 -6.148
O -7.348 -1.915 -6.410
H -4.398 -0.432 -3.274
H -2.859 1.622 -5.800
H -6.041 -0.300 -8.092
H -7.570 -2.356 -5.566
O -7.547 -4.284 -13.691
C -7.246 -3.401 -12.909
C -5.890 -3.002 -12.597
C -5.689 -2.021 -11.706
O -4.492 -1.582 -11.353
C -6.832 -1.319 -11.012
O -6.531 -0.455 -10.207
C -8.188 -1.702 -11.336
C -8.389 -2.681 -12.229
O -9.585 -3.109 -12.597
H -5.079 -3.512 -13.097
H -4.639 -0.871 -10.697
H -8.998 -1.184 -10.842
H -9.429 -3.823 -13.248

---

154
Properties=species:S:1:pos:R:3 method="wB97M-V/def2-TZVPD" total_charge=+1 multiplicity=2 homo_energy_ev="-11.0 / -11.0" orbital_gap_ev="6.803 / 2.740"
N 4.616 -4.175 4.819
C 4.730 -4.673 3.632
C 4.258 -3.991 2.474
C 3.657 -2.791 2.664
C 3.629 -2.211 3.948
C 4.177 -2.954 4.999
H 5.191 -5.647 3.561
H 4.467 -4.433 1.511
H 3.216 -2.180 1.890
H 3.058 -1.299 4.044
H 3.844 -2.636 5.977
N -3.862 -2.604 3.366
C -3.792 -2.744 4.743
C -3.174 -1.885 5.586
C -2.709 -0.667 5.139
C -2.914 -0.385 3.795
C -3.439 -1.393 2.878
H -4.209 -3.623 5.213
H -3.036 -2.119 6.631
H -2.171 0.087 5.696
H -2.627 0.543 3.324
H -3.437 -1.307 1.801
N 3.643 2.818 -3.374
C 4.791 3.010 -4.023
C 5.802 3.912 -3.581
C 5.498 4.745 -2.479
C 4.293 4.557 -1.712
C 3.400 3.649 -2.248
H 5.101 2.284 -4.760
H 6.775 3.947 -4.050
H 6.269 5.417 -2.132
H 4.089 5.153 -0.835
H 2.435 3.618 -1.765
N -2.448 -6.596 -0.880
C -3.792 -6.823 -0.918
C -4.685 -5.927 -0.371
C -4.224 -4.738 0.269
C -2.851 -4.535 0.255
C -1.963 -5.510 -0.229
H -4.148 -7.711 -1.420
H -5.718 -6.175 -0.565
H -4.981 -4.026 0.564
H -2.345 -3.703 0.723
H -0.890 -5.383 -0.245
N 0.464 -3.633 3.450
C -0.233 -3.761 4.625
C -0.317 -4.928 5.319
C 0.313 -6.046 4.884
C 0.919 -5.985 3.643
C 1.059 -4.773 2.971
H -0.838 -2.908 4.895
H -0.915 -4.930 6.219
H 0.251 -7.019 5.349
H 1.274 -6.909 3.210
H 1.723 -4.681 2.124
N 0.797 0.182 5.620
C 0.693 0.945 6.768
C 0.652 2.367 6.717
C 0.794 2.965 5.435
C 0.779 2.249 4.325
C 0.868 0.878 4.453
H 0.708 0.369 7.681
H 0.841 2.952 7.605
H 0.820 4.042 5.348
H 0.582 2.761 3.395
H 0.830 0.255 3.572
N 6.539 3.431 2.460
C 5.678 2.825 3.344
C 4.823 1.787 2.864
C 4.698 1.455 1.528
C 5.573 2.216 0.644
C 6.424 3.202 1.158
H 5.675 3.158 4.372
H 4.153 1.218 3.491
H 3.949 0.761 1.177
H 5.660 2.182 -0.432
H 7.129 3.686 0.498
N -2.693 1.211 -8.268
C -1.488 1.091 -7.683
C -1.163 1.284 -6.320
C -2.267 1.621 -5.428
C -3.569 1.704 -5.971
C -3.712 1.585 -7.386
H -0.684 0.868 -8.369
H -0.196 1.090 -5.880
H -2.143 1.778 -4.366
H -4.333 1.884 -5.229
H -4.674 1.648 -7.873
N -2.852 -1.693 -3.919
C -3.426 -1.882 -5.150
C -3.515 -3.188 -5.647
C -3.044 -4.296 -4.896
C -2.317 -4.062 -3.714
C -2.376 -2.782 -3.179
H -3.858 -1.021 -5.638
H -3.831 -3.386 -6.660
H -2.911 -5.277 -5.327
H -1.813 -4.881 -3.222
H -1.737 -2.684 -2.314
N -1.126 3.979 -3.755
C -1.924 5.038 -3.521
C -1.355 6.313 -3.322
C 0.056 6.489 -3.316
C 0.874 5.365 -3.623
C 0.237 4.156 -3.772
H -2.977 4.845 -3.384
H -2.123 6.987 -2.973
H 0.419 7.440 -2.957
H 1.943 5.472 -3.726
H 0.772 3.262 -4.057
N 6.411 -0.503 -1.596
C 6.533 -1.573 -0.764
C 5.486 -2.419 -0.523
C 4.215 -2.057 -0.910
C 4.017 -0.911 -1.608
C 5.099 -0.147 -1.984
H 7.531 -1.859 -0.466
H 5.695 -3.348 -0.015
H 3.355 -2.680 -0.714
H 3.015 -0.702 -1.952
H 4.960 0.804 -2.475
N -2.315 3.401 2.404
C -1.504 3.169 1.311
C -1.762 3.786 0.082
C -2.869 4.676 -0.083
C -3.607 4.952 1.048
C -3.301 4.270 2.218
H -0.731 2.419 1.386
H -1.299 3.426 -0.825
H -3.138 5.116 -1.032
H -4.379 5.678 0.839
H -4.071 4.533 2.928
N 1.258 0.846 -0.535
C 0.271 0.929 -1.479
C -0.984 0.217 -1.360
C -1.112 -0.673 -0.218
C -0.017 -0.826 0.655
C 1.163 -0.044 0.515
H 0.337 1.753 -2.174
H -1.666 0.211 -2.198
H -1.983 -1.265 0.018
H -0.093 -1.433 1.544
H 2.055 -0.198 1.104
N -4.801 0.122 -0.120
C -4.888 -0.340 -1.395
C -5.306 0.399 -2.468
C -5.664 1.689 -2.257
C -5.610 2.211 -0.946
C -5.111 1.412 0.082
H -4.443 -1.307 -1.578
H -5.547 -0.122 -3.383
H -6.262 2.143 -3.033
H -6.006 3.213 -0.880
H -5.014 1.870 1.055